Density functional theory data (the ωB97M-V functional and the def2-TZVPD basis) for C24H69BFN21NbO15PS as an isolated structure at a distorted geometry.

Positions of all 134 atoms, in Å:
C -1.05030 -4.82385 -0.09388
O -0.12691 -3.93731 -0.81952
C -0.53735 -2.52564 -0.75462
C 0.83074 -1.64742 -0.46177
C 0.53484 -0.10932 0.03359
C -0.46533 0.75109 -0.93876
C -2.06332 0.59723 -0.60766
C -2.48555 0.89667 0.94760
C -4.06342 0.54847 1.30495
C -4.28638 -1.05273 1.04000
Nb -6.16116 -1.60064 -0.12902
C -4.77705 -2.79804 -1.56055
C -4.38689 -1.96648 -2.91956
F -3.54724 -2.90838 -3.75098
O -6.38481 -3.29287 1.16359
C -5.23424 -4.20546 1.03677
N -4.35422 -5.12298 0.69496
P -5.98840 0.38679 -1.71273
S -7.18906 1.78538 -0.97637
B -7.92058 -2.38683 -1.36551
C -7.89484 -2.72321 -2.98492
O -9.23467 -2.64411 -0.67646
C -7.53979 -0.46527 1.34103
O -8.84082 -0.23640 1.13784
O -6.97487 0.05018 2.62381
H -1.57055 -4.30843 0.83631
H -0.44282 -5.74328 0.36445
H -1.85294 -5.32840 -0.81584
H -1.32846 -2.27576 0.07083
H -0.93876 -2.24369 -1.83756
H 1.58162 -1.67039 -1.38447
H 1.41361 -2.19916 0.42105
H 1.59159 0.44629 0.02164
H 0.21699 -0.16170 1.15838
H -0.21178 1.89648 -1.01721
H -0.31236 0.31576 -2.03982
H -2.61919 1.42323 -1.26637
H -2.41203 -0.43645 -1.03087
H -2.20323 2.03632 1.15482
H -1.84259 0.26419 1.72975
H -4.17059 0.74257 2.47769
H -4.83998 1.25612 0.79095
H -4.40249 -1.55445 2.11690
H -3.34282 -1.60109 0.55938
H -5.27639 -3.82799 -1.86816
H -3.74322 -3.07548 -1.03482
H -5.30309 -1.68823 -3.60700
H -3.67206 -1.03264 -2.71672
H -4.66468 0.94557 -1.85765
H -6.59620 0.03589 -3.00390
H -8.74210 -3.54358 -3.16437
H -6.88497 -3.18367 -3.36720
H -8.21129 -1.78752 -3.65152
H -9.95064 -2.06436 -1.11883
C 4.34486 0.12763 1.63353
O 3.15383 -0.11077 1.51016
N 5.22520 -0.02562 0.62795
N 4.88360 0.56487 2.78601
H 6.20947 0.16545 0.71028
H 4.86088 -0.35310 -0.25725
H 4.25530 0.69371 3.56838
H 5.86175 0.76651 2.90687
C 8.16088 0.94379 5.25681
O 7.47971 1.19297 4.27471
N 7.63936 0.81636 6.49029
N 9.49389 0.77437 5.19354
H 8.18393 0.61151 7.31099
H 6.63900 0.93641 6.58205
H 9.92655 0.86193 4.28327
H 10.07156 0.56874 5.99107
C -4.41148 0.17426 -6.23057
O -5.02737 -0.38152 -5.33482
N -5.01333 0.92974 -7.16690
N -3.07589 0.08100 -6.36155
H -4.52328 1.39517 -7.91209
H -6.01852 1.02606 -7.10479
H -2.58399 -0.47848 -5.67710
H -2.55125 0.53130 -7.09232
C 9.95644 4.71853 6.42284
O 10.68135 3.95840 7.04519
N 8.82624 4.31250 5.81665
N 10.22289 6.03014 6.28750
H 8.21656 4.92333 5.29968
H 8.58871 3.33212 5.89407
H 11.06454 6.37702 6.72880
H 9.63814 6.67164 5.77898
C 3.31787 4.92059 1.31892
O 2.53524 5.82345 1.56978
N 3.37000 3.78324 2.03544
N 4.19818 4.98217 0.30359
H 4.00738 3.02872 1.84430
H 2.72390 3.69624 2.80908
H 4.19200 5.82160 -0.26101
H 4.85032 4.24906 0.08151
C -10.68097 -6.17034 -3.09009
O -9.80824 -5.36652 -3.37786
N -11.32558 -6.15243 -1.90948
N -11.07618 -7.14594 -3.92774
H -12.04676 -6.80578 -1.65432
H -11.05827 -5.43362 -1.24963
H -10.61618 -7.19480 -4.82744
H -11.79293 -7.81700 -3.70863
C 7.59240 4.38706 -1.69659
O 6.97651 3.83128 -0.80084
N 6.99055 5.14253 -2.63292
N 8.92799 4.29380 -1.82756
H 7.48059 5.60796 -3.37811
H 5.98536 5.23886 -2.57081
H 9.41989 3.73432 -1.14311
H 9.45263 4.74409 -2.55834
C 11.29067 4.99824 0.88005
O 11.61508 4.43029 -0.15087
N 10.42438 6.02719 0.90186
N 11.77041 4.64606 2.08647
H 10.14511 6.50749 1.74055
H 10.03951 6.32414 0.01459
H 12.42560 3.87575 2.11457
H 11.51516 5.10166 2.94631
C -8.90760 -7.42370 -7.09539
O -9.52349 -7.97948 -6.19964
N -9.50945 -6.66822 -8.03172
N -7.57201 -7.51695 -7.22636
H -9.01941 -6.20279 -8.77691
H -10.51464 -6.57190 -7.96961
H -7.08011 -8.07643 -6.54191
H -7.04737 -7.06666 -7.95714
C 3.84532 2.35154 7.05418
O 5.00706 1.98470 7.13399
N 3.42426 3.54038 7.52223
N 2.88222 1.59987 6.49110
H 2.47203 3.85995 7.46575
H 4.11779 4.13725 7.95387
H 3.15691 0.69729 6.12594
H 1.92032 1.88479 6.41618

Atoms 1-2, force components in eV/Å:
-0.3 -1.4 0.5
-1.8 0.4 1.6

HOMO-LUMO gap   0.0765 Eh
Net charge   -2
Electronic energy   -4155.5152 hartree
Highest occupied orbital energy   -0.3 eV